{"formula": "C42H41NO2P2S2Tc", "method": "ωB97M-V with the def2-TZVPD basis set", "charge": 2, "total_energy_ha": -3389.359716, "s2": 3.851, "spin_multiplicity": 4, "e_homo_ev": [-13.239, -13.434], "relative_energy_kcal_mol": 0.0, "elements": ["Tc", "C", "C", "C", "C", "C", "C", "C", "C", "C", "H", "H", "H", "H", "H", "H", "H", "H", "H", "H", "H", "H", "H", "H", "H", "P", "P", "C", "C", "C", "C", "C", "C", "C", "C", "C", "C", "C", "C", "C", "C", "C", "C", "C", "C", "C", "C", "C", "C", "C", "C", "C", "C", "H", "H", "H", "H", "H", "H", "H", "H", "H", "H", "H", "H", "H", "H", "H", "H", "H", "H", "H", "H", "H", "H", "O", "S", "O", "N", "C", "S", "C", "C", "C", "C", "C", "C", "H", "H", "H", "H"], "xyz": [[1.786823, -1.994611, 1.672655], [2.674414, -3.867938, 0.845288], [2.029912, -3.079100, -0.160713], [0.697778, -3.521101, -0.718988], [-0.531046, -3.101431, 0.114407], [-0.206600, -2.591184, 1.504808], [0.426148, -3.456695, 2.451900], [0.712049, -4.907349, 2.113722], [2.031092, -5.126718, 1.358166], [1.433935, -1.233979, 3.582497], [3.763467, -3.981120, 0.763202], [2.688876, -2.628469, -0.908597], [0.682854, -4.610306, -0.876176], [0.610272, -3.066719, -1.715421], [-1.045952, -2.302466, -0.435952], [-1.229587, -3.947027, 0.180763], [-0.883236, -1.814860, 1.870495], [0.128336, -3.363371, 3.500887], [-0.119048, -5.351004, 1.543003], [0.775504, -5.468168, 3.059875], [2.728878, -5.649245, 2.028563], [1.868344, -5.831921, 0.528472], [1.492350, -1.986495, 4.390747], [0.418406, -0.812351, 3.609196], [2.132730, -0.425539, 3.851928], [-0.326735, 3.650471, -2.603496], [-2.862642, 3.833983, -0.993674], [-1.824245, 2.949212, -3.343813], [-2.983769, 3.128935, -2.654399], [0.267863, 4.701142, -3.999423], [-0.134172, 4.524866, -5.330406], [0.335285, 5.380776, -6.330893], [1.194065, 6.437181, -6.011224], [1.574450, 6.641450, -4.676496], [1.105773, 5.788957, -3.673129], [0.762106, 2.173378, -2.592764], [0.461431, 1.203542, -1.617810], [1.217457, 0.037454, -1.547927], [2.278522, -0.162267, -2.439066], [2.585541, 0.809771, -3.397312], [1.836837, 1.987807, -3.471042], [-4.273433, 5.061724, -1.139511], [-4.088212, 6.173180, -1.986451], [-5.126759, 7.082911, -2.193853], [-6.363865, 6.909341, -1.560249], [-6.542870, 5.820089, -0.702556], [-5.502018, 4.909670, -0.480705], [-3.633218, 2.497096, -0.004256], [-3.564348, 2.628837, 1.398322], [-4.210405, 1.700323, 2.213110], [-4.912662, 0.634536, 1.637513], [-4.951879, 0.487023, 0.247894], [-4.295155, 1.404442, -0.574916], [-1.750816, 2.433108, -4.306167], [-3.982698, 2.931980, -3.058238], [-0.815778, 3.722508, -5.596239], [0.025618, 5.222795, -7.363843], [1.559854, 7.107490, -6.791855], [2.236760, 7.470897, -4.415145], [1.388481, 5.953826, -2.630065], [-0.369975, 1.367098, -0.926074], [0.980828, -0.712642, -0.785270], [2.860581, -1.080696, -2.382265], [3.409933, 0.648300, -4.090796], [2.075061, 2.755439, -4.208412], [-3.132352, 6.314206, -2.496944], [-4.980544, 7.933729, -2.858294], [-7.179576, 7.614116, -1.735536], [-7.500422, 5.670175, -0.204538], [-5.663190, 4.068429, 0.196453], [-3.015103, 3.468390, 1.831892], [-4.168348, 1.817356, 3.297554], [-5.433199, -0.077741, 2.277142], [-5.497236, -0.341956, -0.201550], [-4.310151, 1.275964, -1.656819], [1.380291, -6.194420, 4.997146], [2.349821, -5.288088, 5.570751], [2.322535, -5.070032, 6.999847], [2.416829, -3.861507, 4.714452], [3.512590, -3.732182, 3.989280], [3.730458, -2.407751, 2.913546], [4.464482, -4.848787, 4.136717], [5.674559, -5.098343, 3.484562], [6.323669, -6.325063, 3.679720], [5.769159, -7.293154, 4.535111], [4.562391, -7.045499, 5.203989], [3.942356, -5.811207, 5.001152], [6.066656, -4.321594, 2.826259], [7.264214, -6.526737, 3.162576], [6.291175, -8.239416, 4.692096], [4.101445, -7.775652, 5.871611]], "forces_ev_per_a": [[1.1338, 3.2803, 0.9806], [-0.3086, -1.2420, -3.1650], [1.1650, -2.6356, -0.3485], [-0.5890, 0.0697, -0.3982], [-0.0968, 0.4104, -0.6510], [-0.2697, -1.5486, 0.4960], [-1.7640, -0.6713, 0.0751], [0.2315, -0.4707, 0.2010], [0.0556, -0.3555, 0.7751], [-0.5149, 0.5444, 1.6414], [-0.4363, 0.7228, 0.3618], [0.0461, 0.3850, 0.5418], [0.2028, 0.2564, 0.1014], [-0.0392, -0.1880, 0.2303], [-0.0243, -0.2003, 0.2069], [0.0147, 0.2573, 0.1548], [0.4042, 0.0983, 0.1747], [0.5055, 0.4588, -0.3525], [0.0661, 0.3554, 0.1679], [-0.1843, 0.2582, -0.4474], [-0.0713, 0.2451, -0.1816], [0.1716, 0.3284, -0.0380], [-0.0184, 0.5618, -0.3896], [-0.1284, -0.1217, -0.3880], [-0.0338, -0.2327, -0.3808], [0.0940, -0.4534, -1.2809], [-2.1422, 0.0954, -0.6854], [-1.5897, 0.0773, 0.9735], [1.6399, -0.0475, -1.2470], [0.1916, 0.7154, 0.5478], [0.0683, 0.0506, -0.0326], [0.0888, 0.0384, 0.2235], [-0.0555, -0.1540, 0.3977], [-0.0620, -0.1071, -0.0556], [-0.0349, -0.2315, -0.2503], [0.0406, 0.0295, 0.4689], [0.1448, 0.0401, -0.2055], [0.1028, 0.2379, -0.1148], [-0.2044, 0.2145, 0.0403], [-0.1312, -0.0670, 0.1285], [-0.0781, -0.1483, 0.2092], [0.5257, 0.3461, 0.1535], [-0.1032, -0.0617, 0.0505], [-0.0131, -0.1358, 0.0140], [0.3260, -0.3052, 0.0784], [0.2318, -0.0661, -0.1063], [-0.0901, -0.0315, 0.1335], [0.6294, 0.1275, 0.7229], [-0.1647, -0.1603, -0.3278], [0.0308, 0.0255, -0.0786], [0.1011, 0.2023, -0.0882], [0.1451, 0.1213, 0.0900], [-0.0018, 0.0029, 0.0642], [-0.2223, 0.1865, 0.2948], [0.3857, -0.1322, 0.0692], [0.1746, 0.1611, -0.0703], [0.0662, 0.0292, 0.2863], [-0.1355, -0.2388, 0.2596], [-0.2613, -0.2945, -0.1006], [-0.0329, 0.0180, -0.3442], [0.2374, -0.0543, -0.1679], [0.0174, 0.1493, -0.2938], [-0.0430, 0.2537, -0.1147], [-0.2026, 0.0454, 0.1847], [-0.0287, -0.2419, 0.1843], [-0.2537, 0.0299, 0.1350], [0.0264, -0.2328, 0.1574], [0.3075, -0.2266, 0.0789], [0.2680, 0.0227, -0.1083], [0.0263, 0.2774, -0.2089], [-0.2132, -0.2545, -0.0394], [-0.0495, -0.0775, -0.3343], [0.1304, 0.1712, -0.1769], [0.1323, 0.1957, 0.1242], [-0.0948, -0.0351, 0.3386], [0.1978, 0.9547, 0.0228], [0.7004, -1.3281, 1.2940], [-0.0151, 0.3049, -1.6560], [0.7353, 0.8966, -1.2229], [-1.8459, -1.4260, 2.0338], [0.3633, 0.0187, 0.2390], [0.6344, -0.7469, 0.0801], [-0.2256, 0.1403, -0.0617], [-0.2592, 0.1474, 0.1863], [-0.0083, 0.3263, -0.0396], [-0.1551, 0.5281, 0.0115], [0.6095, -0.6616, -0.1836], [0.1242, -0.3429, 0.0730], [-0.3264, 0.0666, 0.2123], [-0.2103, 0.3036, -0.0970], [0.2376, 0.1451, -0.2370]], "mulliken_charge": [-0.077, -0.340, -0.226, -0.611, -1.307, -0.706, 0.948, -0.987, -0.825, -1.244, 0.406, 0.457, 0.313, 0.447, 0.427, 0.495, 0.517, 0.635, 0.302, 0.311, 0.350, 0.642, 0.515, 0.339, 0.438, 0.371, 0.250, -0.640, -0.656, 0.450, 0.075, -0.678, -0.484, -0.594, -0.378, 0.755, -0.588, 0.481, -0.672, -1.100, -0.550, 0.439, -0.303, -0.650, -0.474, -0.602, -0.320, 0.470, -0.369, -0.742, -0.505, -0.766, -0.052, 0.677, 0.818, 0.224, 0.407, 0.395, 0.394, 0.398, 0.370, 0.079, 0.241, 0.401, 0.377, 0.387, 0.389, 0.391, 0.395, 0.297, 0.421, 0.471, 0.452, 0.442, 0.392, -0.618, 1.067, -0.625, -0.354, 0.760, -0.325, 0.515, -0.534, -0.689, -0.474, -0.679, 0.056, 0.425, 0.404, 0.410, 0.461]}